# 1
DFT (ωB97M-V/def2-TZVPD) results for 7 unconnected molecules or ions with the total composition C25H51O19.

## Properties
net charge = -1
largest force on an atom = 5.3 eV Å⁻¹
multiplicity = 1
Kohn-Sham gap = 4.68 eV
HOMO level = -2.38 eV

Cartesian coordinates (Å):
C 0.335 0.659 0.639
O 1.391 0.846 -0.213
H -0.600 0.321 0.193
H 0.538 -0.087 1.407
H 0.065 1.557 1.195
C 1.583 9.670 -1.353
C 2.703 8.654 -1.294
O 2.358 7.652 -0.380
C 1.631 6.647 -0.750
O 1.070 6.443 -1.849
O 1.679 5.700 0.240
C 0.851 4.479 0.189
H 1.896 10.534 -1.938
H 1.269 9.930 -0.342
H 0.750 9.217 -1.890
H 3.635 9.111 -0.962
H 2.813 8.243 -2.297
H 1.048 3.834 1.045
H 1.160 3.905 -0.685
H -0.210 4.580 -0.042
C -3.818 2.643 1.092
C -3.857 1.110 1.347
O -4.605 0.945 2.496
C -4.918 -0.343 2.928
O -4.715 -1.403 2.288
O -5.367 -0.179 4.127
C -5.819 -1.351 4.845
H -4.844 2.938 0.874
H -3.091 2.938 0.335
H -3.623 3.263 1.966
H -2.889 0.633 1.497
H -4.384 0.575 0.557
H -6.545 -1.917 4.261
H -6.365 -0.922 5.685
H -4.990 -1.980 5.170
C -3.525 -3.583 -0.122
C -3.385 -2.175 -0.662
O -3.720 -2.130 -2.064
C -3.838 -0.956 -2.708
O -3.866 0.181 -2.153
O -4.052 -1.226 -4.017
C -4.215 -0.214 -4.996
H -4.454 -3.953 -0.554
H -3.695 -3.624 0.954
H -2.702 -4.217 -0.453
H -2.435 -1.744 -0.349
H -4.149 -1.634 -0.103
H -4.343 -0.840 -5.879
H -3.330 0.422 -5.041
H -5.164 0.315 -4.912
C 0.271 -3.234 0.950
C 0.913 -3.333 -0.448
O 2.024 -4.271 -0.455
C 3.179 -3.828 -0.083
O 3.490 -2.615 -0.050
O 3.948 -4.923 0.054
C 5.296 -4.886 0.406
H 1.063 -3.243 1.699
H -0.302 -4.144 1.125
H -0.377 -2.373 1.112
H 1.321 -2.370 -0.754
H 0.060 -3.624 -1.061
H 5.521 -4.336 1.320
H 5.782 -4.343 -0.405
H 5.692 -5.894 0.532
C 1.476 -5.341 -3.398
C 2.045 -3.932 -3.695
O 1.060 -2.997 -3.963
C 1.178 -1.772 -3.506
O 2.125 -1.316 -2.822
O 0.095 -1.124 -3.909
C -0.182 0.079 -3.331
H 0.882 -5.688 -4.243
H 0.803 -5.318 -2.540
H 2.240 -6.106 -3.261
H 2.704 -4.029 -4.558
H 2.679 -3.593 -2.875
H 0.601 0.811 -3.528
H -0.083 -0.079 -2.257
H -1.114 0.540 -3.658
C 1.573 -1.782 4.299
C 2.919 -1.468 3.690
O 3.351 -0.127 3.983
C 3.765 0.719 2.984
O 4.022 0.379 1.840
O 3.856 1.956 3.503
C 4.083 3.114 2.692
H 1.560 -1.417 5.326
H 1.384 -2.854 4.241
H 0.839 -1.181 3.762
H 2.858 -1.609 2.611
H 3.707 -2.127 4.056
H 4.342 3.990 3.286
H 3.239 3.365 2.050
H 4.850 2.859 1.960

# 2
DFT (ωB97M-V/def2-TZVPD) results for a gas-phase ion, C9H14Br2NO (charge +1).

## Properties
net charge = +1
largest force on an atom = 4.6 eV Å⁻¹
multiplicity = 1
SMILES = CCCC1=CC(Br)=C(Br)[C@](C)(O)[NH2+]1
Kohn-Sham gap = 8.48 eV
HOMO level = -12.46 eV

Cartesian coordinates (Å):
C -1.703 0.641 -1.136
C -1.183 2.016 -0.605
C -0.380 1.809 0.691
C 0.858 0.961 0.558
C 2.031 1.503 0.191
C 3.215 0.770 0.082
Br 4.852 1.687 -0.211
C 3.340 -0.586 0.153
Br 4.914 -1.626 -0.046
C 1.866 -1.315 0.056
C 1.964 -2.729 0.758
O 1.457 -1.319 -1.246
N 0.793 -0.504 0.729
H -2.055 -0.199 -0.395
H -0.857 0.041 -1.580
H -2.428 0.629 -1.944
H -0.649 2.567 -1.360
H -2.018 2.630 -0.328
H -0.007 2.673 1.105
H -1.155 1.497 1.281
H 2.053 2.572 0.160
H 3.056 -3.115 0.760
H 1.116 -3.348 0.434
H 1.835 -2.602 1.755
H 1.551 -2.149 -1.778
H 0.906 -0.747 1.699
H -0.051 -0.877 0.415

Calculated values (kJ/mol) of energy relative to the best compared isomer or geometry (same formula, charge and spin) for the records, taken in order: 237.9, 23.5.